(1)
# C4H9NO

A single C4H9NO molecule (the ωB97M-V functional and the def2-TZVPD basis, the OMol25 dataset).

The value obtained for the HOMO-LUMO gap is 10.64 eV. Its SMILES is CC(C)C(N)=O. The LUMO energy comes out at 0.033 hartree. For the energy above the lowest of the compared OMol25 structures with the same formula, charge and spin, the calculation gives 10.5 kJ/mol. As for the max |F|: 0.00687 hartree/bohr.

Each line ends with the natural charge from an NBO analysis.
Cartesian coordinates (Å):
C  -0.952  -1.232  0.817  -0.611
C  -0.281  -0.299  -0.195  -0.320
C  -0.988  1.063  -0.258  -0.595
C  1.214  -0.164  0.130  0.680
N  1.948  0.622  -0.710  -0.832
O  1.747  -0.723  1.073  -0.617
H  -1.412  -0.658  1.629  0.206
H  -0.208  -1.891  1.267  0.246
H  -1.733  -1.840  0.352  0.207
H  -0.337  -0.753  -1.196  0.213
H  -0.559  1.736  -1.008  0.201
H  -2.048  0.925  -0.501  0.214
H  -0.933  1.566  0.714  0.213
H  1.597  1.011  -1.568  0.392
H  2.943  0.635  -0.546  0.404

---

(2)
# C2H9NOS

A 2-piece molecular cluster, C2H9NOS overall in a non-equilibrium geometry (the ωB97M-V functional and the def2-TZVPD basis, the OMol25 dataset).

The value obtained for the HOMO-LUMO gap is 10.05 eV. Its SMILES is NCCS.O. The LUMO energy comes out at 0.035 hartree. For the energy above the lowest of the compared OMol25 structures with the same formula, charge and spin, the calculation gives 151.7 kJ/mol. As for the max |F|: 0.07619 hartree/bohr.

Each line ends with the natural charge from an NBO analysis.
Cartesian coordinates (Å):
N  0.281  0.960  -0.292  -0.861
C  0.593  -0.362  0.345  -0.219
C  -0.581  -0.881  1.316  -0.490
S  -0.111  -1.700  3.028  -0.101
H  1.194  1.442  -0.211  0.353
H  -0.268  1.744  0.083  0.374
H  1.538  -0.434  0.859  0.178
H  0.744  -1.024  -0.429  0.191
H  -1.289  0.055  1.569  0.225
H  -1.133  -1.754  0.808  0.223
H  1.240  -1.826  2.672  0.128
O  -0.161  2.874  -6.167  -0.933
H  -0.225  3.562  -5.508  0.466
H  -0.789  3.183  -6.873  0.467

---

(3)
# C4H3B3F18N2NiO4S2

C4H3B3F18N2NiO4S2 as an isolated structure in a non-equilibrium geometry (the ωB97M-V functional and the def2-TZVPD basis, the OMol25 dataset).

The value obtained for the HOMO-LUMO gap (spin up / spin down) is 9.69 / 4.27 eV. Its spin multiplicity is 4. The LUMO energy (spin up / spin down) comes out at 0.038 / -0.161 hartree. As for the net charge: -1. As for the max |F|: 0.11895 hartree/bohr. As for the expectation value of S²: 3.7652.

Each line ends with the natural charge from an NBO analysis.
Cartesian coordinates (Å):
Ni  0.840  0.287  -0.662  1.619
B  3.134  1.375  1.410  1.331
F  4.496  1.539  1.225  -0.546
F  2.851  0.260  2.023  -0.518
F  2.646  2.397  2.235  -0.577
F  2.441  1.375  0.176  -0.585
B  2.430  -2.455  0.337  1.348
F  2.714  -2.922  1.571  -0.548
F  1.665  -1.314  0.402  -0.587
F  3.575  -2.136  -0.375  -0.554
F  1.681  -3.465  -0.358  -0.588
B  1.406  1.247  -2.914  1.317
F  1.925  0.024  -2.377  -0.549
F  2.525  2.085  -3.065  -0.545
F  0.787  1.003  -4.100  -0.541
F  0.535  1.738  -1.973  -0.546
C  -1.740  -1.832  1.833  0.801
F  -2.320  -2.334  2.957  -0.299
F  -0.845  -2.739  1.359  -0.263
F  -2.750  -1.612  0.944  -0.299
S  -0.786  -0.185  2.278  2.046
O  -1.462  0.425  3.397  -0.602
O  0.493  -0.564  2.798  -0.508
N  -0.647  0.578  0.642  -1.108
S  -2.028  1.421  0.703  2.085
O  -2.367  1.699  -0.713  -0.869
O  -3.128  0.919  1.559  -0.852
C  -1.550  3.204  1.466  0.787
F  -1.228  3.003  2.771  -0.317
F  -0.480  3.761  0.867  -0.287
F  -2.561  4.123  1.414  -0.309
C  -2.474  -1.980  -3.261  -0.728
C  -1.412  -1.488  -2.397  0.428
N  -0.512  -1.134  -1.724  -0.453
H  -2.656  -1.151  -3.946  0.276
H  -3.282  -2.425  -2.680  0.265
H  -1.914  -2.725  -3.826  0.270

---

(4)
# C11H25N2O7PS

A 2-piece molecular cluster, C11H25N2O7PS overall (the ωB97M-V functional and the def2-TZVPD basis, the OMol25 dataset).

The value obtained for the HOMO-LUMO gap is 9.89 eV. Its SMILES is CCCCCCC[C@@H]1OS(=O)(=O)O[C@H]1P(=N)(O)O.CC(N)=O. The LUMO energy comes out at 0.004 hartree. For the energy above the lowest of the compared OMol25 structures with the same formula, charge and spin, the calculation gives 0.0 kJ/mol. As for the max |F|: 0.00892 hartree/bohr.

Each line ends with the natural charge from an NBO analysis.
Cartesian coordinates (Å):
C  3.694  2.453  -0.462  -0.611
C  3.598  2.411  1.059  -0.395
C  3.108  1.097  1.672  -0.386
C  3.969  -0.143  1.403  -0.409
C  3.838  -0.863  0.054  -0.396
C  2.592  -1.738  -0.099  -0.404
C  1.281  -0.962  -0.341  -0.437
C  0.251  -1.031  0.770  0.101
O  0.222  -2.347  1.389  -0.706
S  -1.210  -2.680  1.985  2.557
O  -1.691  -3.841  1.324  -0.899
O  -1.210  -2.580  3.399  -0.893
O  -1.955  -1.379  1.420  -0.689
C  -1.198  -0.851  0.319  -0.309
P  -1.673  0.881  -0.083  2.197
N  -1.895  1.182  -1.556  -1.303
O  -0.552  1.826  0.588  -0.986
O  -2.899  1.099  0.936  -0.989
H  2.757  2.130  -0.929  0.202
H  4.494  1.817  -0.845  0.200
H  3.897  3.469  -0.806  0.214
H  4.579  2.646  1.489  0.194
H  2.924  3.207  1.391  0.200
H  2.069  0.926  1.365  0.180
H  3.076  1.241  2.757  0.207
H  5.017  0.148  1.545  0.204
H  3.759  -0.886  2.182  0.203
H  4.709  -1.518  -0.051  0.211
H  3.890  -0.158  -0.780  0.200
H  2.492  -2.378  0.781  0.216
H  2.746  -2.415  -0.941  0.217
H  0.810  -1.291  -1.272  0.217
H  1.510  0.099  -0.479  0.233
H  0.468  -0.303  1.557  0.193
H  -1.385  -1.460  -0.574  0.231
H  -1.829  0.394  -2.187  0.414
H  -0.658  1.967  1.536  0.506
H  -3.180  2.018  1.015  0.512
C  -6.085  0.318  -3.103  -0.713
C  -5.050  -0.486  -2.353  0.681
N  -5.375  -0.842  -1.083  -0.819
O  -3.985  -0.788  -2.856  -0.636
H  -6.349  -0.220  -4.012  0.241
H  -5.631  1.263  -3.396  0.245
H  -6.987  0.513  -2.525  0.204
H  -6.246  -0.580  -0.662  0.393
H  -4.706  -1.363  -0.541  0.405

---

(5)
# C7H8N2O

A single C7H8N2O molecule in a non-equilibrium geometry (the ωB97M-V functional and the def2-TZVPD basis, the OMol25 dataset).

The value obtained for the HOMO-LUMO gap is 8.73 eV. Its SMILES is Cc1cc(C)n(O)c1C#N. The LUMO energy comes out at 0.019 hartree. For the energy above the lowest of the compared OMol25 structures with the same formula, charge and spin, the calculation gives 420.7 kJ/mol. As for the max |F|: 0.11270 hartree/bohr.

Each line ends with the natural charge from an NBO analysis.
Cartesian coordinates (Å):
C  -2.083  1.659  0.542  -0.642
C  -0.973  0.729  0.320  0.050
C  -0.641  0.061  -0.907  -0.352
C  0.487  -0.720  -0.864  0.219
C  0.874  -1.610  -2.026  -0.636
N  1.200  -0.502  0.251  -0.039
O  2.165  -1.271  0.843  -0.538
C  0.039  0.388  1.259  -0.065
C  0.541  0.818  2.474  0.210
N  1.052  1.050  3.522  -0.319
H  -2.909  1.383  -0.092  0.224
H  -2.465  1.555  1.511  0.231
H  -1.815  2.729  0.345  0.239
H  -1.453  -0.063  -1.607  0.219
H  1.607  -2.442  -1.635  0.234
H  0.046  -1.917  -2.541  0.228
H  1.420  -1.049  -2.741  0.232
H  2.910  -0.797  1.343  0.505

---

Question: Which of these has the highest max |F|?
Answer: C4H3B3F18N2NiO4S2

---

Question: Which of these has the lowest max |F|?
Answer: C4H9NO

---

Question: Number 3 is which compound?
Answer: C4H3B3F18N2NiO4S2